Entry 1:
ORCA calculation (wB97M-V/def2-TZVPD) on a molecular structure, C51H51Br2NO9P2Si2Y in a non-equilibrium geometry.

The value obtained for the energy relative to the best compared isomer or geometry (same formula, charge and spin) is 696.5 kJ/mol. The charge is -1. As for the multiplicity: 1. As for the max |F|: 7.0 eV/Å.

```
119
C51H51Br2NO9P2Si2Y wB97M-V/def2-TZVPD
Y -0.234 -1.475 -1.166
O 2.410 1.883 1.722
C 3.482 1.046 1.964
C 4.719 1.584 2.328
C 5.756 0.757 2.709
C 5.581 -0.612 2.708
C 4.399 -1.141 2.230
C 3.331 -0.347 1.814
P 1.901 -1.259 0.890
C 3.202 -1.904 -0.250
C 3.830 -3.140 -0.217
C 4.780 -3.463 -1.176
C 5.109 -2.562 -2.174
C 4.494 -1.318 -2.205
C 3.556 -0.990 -1.243
C 1.624 -2.342 2.350
C 1.327 -1.671 3.539
C 1.024 -2.360 4.700
C 1.016 -3.749 4.696
C 1.285 -4.429 3.519
C 1.568 -3.733 2.350
C 2.442 3.112 2.345
C 3.163 3.367 3.513
C 3.197 4.645 4.043
C 2.520 5.681 3.427
C 1.728 5.414 2.326
C 1.652 4.134 1.793
P 0.445 3.646 0.486
C -0.960 4.317 1.485
C -1.377 5.638 1.605
C -2.431 5.959 2.445
C -3.083 4.975 3.171
C -2.668 3.654 3.069
C -1.605 3.336 2.238
C 0.898 4.955 -0.718
C 2.234 4.905 -1.121
C 2.714 5.753 -2.101
C 1.858 6.664 -2.705
C 0.524 6.695 -2.339
C 0.039 5.841 -1.358
H 4.871 2.654 2.303
H 6.702 1.187 3.012
H 6.377 -1.264 3.043
H 4.295 -2.217 2.164
H 3.573 -3.870 0.538
H 5.257 -4.435 -1.142
H 5.834 -2.831 -2.932
H 4.734 -0.610 -2.989
H 3.078 -0.017 -1.268
H 1.342 -0.587 3.543
H 0.796 -1.817 5.609
H 0.795 -4.297 5.603
H 1.274 -5.512 3.504
H 1.722 -4.272 1.428
H 3.692 2.567 4.009
H 3.769 4.831 4.943
H 2.590 6.688 3.816
H 1.159 6.211 1.867
H -0.899 6.425 1.037
H -2.750 6.990 2.537
H -3.910 5.238 3.818
H -3.176 2.877 3.626
H -1.255 2.316 2.142
H 2.892 4.174 -0.666
H 3.751 5.690 -2.405
H 2.233 7.333 -3.470
H -0.153 7.378 -2.837
H -1.013 5.874 -1.106
Br 0.457 0.438 -2.763
O -1.302 -0.981 0.778
N -1.839 -2.204 0.902
O -2.948 -1.117 2.696
O -2.385 -2.632 -0.280
O -4.083 2.332 -1.497
C -3.131 0.129 -1.367
O 0.622 -2.905 -0.145
O 1.051 -2.784 -1.506
Br 4.086 -5.221 -5.522
C 2.411 -4.641 -4.819
C 2.098 -3.296 -4.854
C 0.863 -2.887 -4.377
C -0.037 -3.815 -3.867
C 0.297 -5.163 -3.859
C 1.528 -5.587 -4.329
C -1.388 -3.381 -3.345
O -2.330 -4.187 -3.446
O -1.499 -2.191 -2.906
H 2.797 -2.569 -5.241
H 0.597 -1.840 -4.418
H -0.426 -5.874 -3.483
H 1.796 -6.634 -4.312
C -3.056 1.436 -1.583
Si -5.060 -1.201 -2.628
C -6.750 -0.434 -3.010
C -4.421 -2.283 -3.967
C -4.387 -0.625 -1.012
Si -4.256 -2.140 0.275
C -4.868 -3.757 -0.524
C -5.882 -1.631 1.212
C -3.032 -2.180 1.802
H -2.130 1.899 -1.891
H -2.241 -0.453 -1.519
H -4.811 1.940 -1.001
H -6.666 0.297 -3.816
H -7.176 0.075 -2.147
H -7.459 -1.195 -3.337
H -3.791 -1.732 -4.670
H -5.226 -2.770 -4.520
H -3.753 -3.074 -3.561
H -5.103 0.059 -0.545
H -5.865 -3.625 -0.956
H -4.947 -4.544 0.227
H -4.187 -4.110 -1.299
H -6.725 -1.535 0.522
H -5.796 -0.694 1.765
H -6.152 -2.399 1.940
H -1.108 -2.879 1.178
H -3.062 -3.115 2.371
H -2.352 -0.493 2.233
```



Entry 2:
ORCA calculation (wB97M-V/def2-TZVPD) on a molecular structure, C59H44F15GeN2O9PS4Ti in a non-equilibrium geometry.

The value obtained for the energy relative to the best compared isomer or geometry (same formula, charge and spin) is 84.0 kJ/mol. The charge is 0. As for the multiplicity: 1. As for the max |F|: 1.3 eV/Å.

```
136
C59H44F15GeN2O9PS4Ti wB97M-V/def2-TZVPD
Ti 0.367 0.593 -0.395
O 0.174 -0.123 -2.516
S -1.141 -0.712 -2.199
O -1.389 -2.049 -2.615
O -1.268 -0.497 -0.694
C -2.367 0.317 -2.958
C -3.508 -0.327 -3.409
C -4.515 0.406 -4.022
C -4.386 1.774 -4.181
C -3.244 2.429 -3.742
C -2.224 1.713 -3.144
S -0.854 2.674 -2.556
O 0.269 2.496 -3.434
O -1.287 4.020 -2.366
O -0.602 1.984 -1.206
H -3.592 -1.398 -3.284
H -5.402 -0.100 -4.378
H -5.181 2.343 -4.645
H -3.132 3.500 -3.853
O 1.330 8.317 2.607
C 0.338 7.541 3.100
O -0.365 7.959 3.975
C 0.181 6.170 2.511
C -1.008 5.496 2.765
C -1.179 4.189 2.346
C -0.142 3.523 1.686
S -0.316 1.786 1.505
C 1.024 4.212 1.382
C 1.181 5.526 1.795
H 1.760 7.883 1.861
H -1.788 6.009 3.313
H -2.104 3.661 2.551
H 1.817 3.735 0.824
H 2.130 6.008 1.580
N 5.198 3.047 3.630
C 4.629 2.098 3.318
C 3.893 0.914 2.925
C 4.241 -0.352 3.382
C 3.477 -1.423 2.969
C 2.413 -1.189 2.116
N 2.079 0.019 1.660
C 2.811 1.050 2.072
H 5.086 -0.482 4.045
H 3.699 -2.431 3.293
H 1.786 -2.005 1.789
H 2.529 2.027 1.713
F 4.447 3.729 -5.030
C 3.620 4.450 -4.255
C 2.770 3.819 -3.360
C 1.969 4.639 -2.591
F 1.134 4.135 -1.680
C 2.011 6.016 -2.694
F 1.238 6.778 -1.917
C 2.877 6.607 -3.588
F 2.937 7.931 -3.681
C 3.684 5.820 -4.385
F 4.522 6.390 -5.251
Ge 2.933 1.896 -3.136
S 2.542 1.152 -1.082
C 4.910 1.699 -2.960
C 5.551 2.419 -1.958
F 4.920 3.415 -1.314
C 6.844 2.169 -1.551
F 7.405 2.877 -0.571
C 7.558 1.158 -2.160
F 8.794 0.876 -1.757
C 6.979 0.437 -3.179
F 7.673 -0.534 -3.778
C 5.679 0.714 -3.558
F 5.197 -0.046 -4.557
C 2.412 0.850 -4.666
C 2.364 -0.527 -4.551
F 2.854 -1.129 -3.457
C 1.863 -1.338 -5.540
F 1.840 -2.663 -5.398
C 1.380 -0.757 -6.696
F 0.889 -1.523 -7.665
C 1.402 0.614 -6.846
F 0.917 1.161 -7.960
C 1.916 1.402 -5.834
F 1.896 2.723 -6.026
C 3.620 -1.895 -0.875
C 2.169 -2.248 -1.065
O 1.269 -1.585 -0.556
C 1.864 -3.459 -1.866
C 2.810 -3.986 -2.746
C 2.509 -5.109 -3.497
C 1.268 -5.723 -3.359
C 0.327 -5.204 -2.479
C 0.627 -4.071 -1.742
H 3.748 -1.158 -0.095
H 4.008 -1.469 -1.805
H 4.193 -2.797 -0.651
H 3.772 -3.507 -2.877
H 3.245 -5.511 -4.183
H 1.034 -6.602 -3.948
H -0.642 -5.677 -2.369
H -0.100 -3.649 -1.067
C -4.007 -1.851 2.285
C -2.916 -1.329 3.229
C -3.002 0.205 3.198
C -3.184 -1.796 4.661
P -1.194 -1.792 2.565
C -0.187 -1.609 4.110
C 0.228 -0.301 4.397
C 1.072 -0.012 5.462
C 1.538 -1.035 6.277
C 1.132 -2.338 6.022
C 0.277 -2.619 4.959
C -1.250 -3.637 2.170
C 0.208 -4.071 1.943
C -1.956 -3.783 0.802
C -1.936 -4.599 3.150
H -4.940 -1.324 2.502
H -4.196 -2.916 2.411
H -3.758 -1.665 1.237
H -4.009 0.507 3.502
H -2.810 0.598 2.198
H -2.290 0.672 3.886
H -4.179 -1.449 4.967
H -2.457 -1.382 5.361
H -3.167 -2.883 4.760
H -0.096 0.512 3.756
H 1.370 1.015 5.645
H 2.202 -0.819 7.105
H 1.476 -3.150 6.653
H -0.013 -3.648 4.811
H 0.655 -3.483 1.137
H 0.226 -5.121 1.632
H 0.834 -3.974 2.831
H -1.738 -2.947 0.134
H -3.036 -3.846 0.905
H -1.621 -4.708 0.321
H -1.596 -4.513 4.180
H -1.742 -5.628 2.824
H -3.017 -4.458 3.158
```



Entry 3:
ORCA calculation (wB97M-V/def2-TZVPD) on 2 unconnected molecules or ions with the total composition C8H19FINO5SSi in a non-equilibrium geometry.

Its SMILES is CNC[Si@@H](CCCI)S(=O)(=O)F.COC(=O)OC. The charge is 0. As for the multiplicity: 1. As for the max |F|: 1.7 eV/Å.

```
37
C8H19FINO5SSi wB97M-V/def2-TZVPD
C -1.194 2.200 1.740
N -0.960 1.953 0.326
C -2.112 1.443 -0.391
Si -2.767 -0.281 0.072
C -1.488 -1.616 0.359
C -0.514 -1.398 1.501
C 0.606 -2.414 1.551
I -0.085 -4.442 1.683
S -4.169 -0.115 1.787
O -3.505 0.098 3.019
O -5.153 0.812 1.388
F -4.891 -1.500 1.897
H -2.146 2.699 1.846
H -1.151 1.305 2.361
H -0.426 2.869 2.106
H -0.130 1.401 0.156
H -2.925 2.144 -0.245
H -1.909 1.392 -1.456
H -3.639 -0.733 -1.033
H -0.947 -1.761 -0.571
H -2.032 -2.534 0.542
H -0.025 -0.430 1.450
H -1.025 -1.452 2.453
H 1.200 -2.267 2.436
H 1.256 -2.353 0.691
C 3.306 -1.028 -3.956
O 4.039 -0.094 -3.158
C 3.355 0.418 -2.137
O 2.212 0.157 -1.848
O 4.151 1.263 -1.479
C 3.522 1.890 -0.361
H 3.983 -1.356 -4.739
H 2.998 -1.884 -3.360
H 2.436 -0.551 -4.404
H 3.198 1.141 0.359
H 2.672 2.487 -0.688
H 4.260 2.537 0.103
```



The following LUMO energy values (in eV) correspond, in order, to the records above: 0.90, -1.66, 0.31.